{
  "formula": "C4H7N5O2",
  "method": "ωB97M-V/def2-TZVPD",
  "charge": 0,
  "e_homo_ev": [-7.1, -11.5],
  "spin_multiplicity": 3,
  "s2": 2.022,
  "symbols": ["C", "C", "C", "C", "N", "N", "N", "N", "N", "O", "O", "H", "H", "H", "H", "H", "H", "H"],
  "coordinates": [[1.494630, -0.639661, -1.100247], [-0.904946, 0.059151, -1.017046], [0.588673, -0.111561, 0.986136], [0.533214, 0.316173, -0.439515], [1.228434, -1.827820, -1.490518], [3.184010, -2.608522, 2.077551], [1.089511, -2.958378, -1.612210], [4.227518, -2.602904, 1.724888], [2.775272, -0.046215, -1.424769], [2.927465, 1.132132, -1.222796], [3.566581, -0.804249, -1.886637], [-1.649499, 0.769790, -0.482336], [-1.319233, -0.925232, -1.074754], [-1.123069, 0.421695, -2.102494], [0.073630, -0.965746, 1.258014], [0.157179, 0.476048, 1.706180], [1.580755, -0.165150, 1.439597], [0.933962, 1.228328, -0.564528]],
  "atomic_forces_ev_per_a": [[-1.7, 1.4, -0.2], [-1.5, 3.8, -1.3], [1.8, 0.2, 1.1], [-2.3, -4.9, -0.7], [0.6, 4.1, 1.3], [1.7, 0.0, -0.6], [-0.6, -5.2, -1.1], [-1.7, 0.0, 0.6], [0.0, -0.1, 0.0], [0.4, 1.0, 0.2], [1.9, -1.0, -0.9], [1.2, -1.4, -0.4], [0.3, -0.9, 0.8], [1.2, -0.4, 1.5], [-0.7, -2.6, -0.4], [-1.5, 2.7, 1.2], [0.4, -0.3, -0.6], [0.7, 3.4, -0.5]]
}

{
  "formula": "C4H16NO2",
  "method": "ωB97M-V/def2-TZVPD",
  "charge": 1,
  "e_homo_ev": -14.2,
  "symbols": ["C", "C", "N", "C", "C", "H", "H", "H", "H", "H", "H", "H", "H", "H", "H", "H", "H", "H", "H", "O", "H", "H", "O"],
  "coordinates": [[0.238332, -2.057511, -2.520067], [0.475799, -1.232251, -1.307829], [-0.971677, -0.761635, -0.823814], [-1.293190, 0.661242, -1.413649], [-0.458748, 1.518480, -0.527442], [0.633516, -3.102535, -2.481995], [0.736423, -1.644378, -3.374204], [-0.830586, -2.171229, -2.903157], [1.027322, -1.653334, -0.462234], [0.957917, -0.404278, -1.547950], [-0.753878, -0.639039, 0.312538], [-1.698507, -1.426537, -1.060223], [-2.297281, 0.763543, -1.483771], [-1.075495, 0.728531, -2.536420], [-0.508331, 1.295356, 0.594663], [0.642550, 1.376071, -0.808768], [-0.589426, 2.632384, -0.661243], [2.431283, 2.437156, 4.806159], [1.505526, 1.953748, 5.799073], [1.875724, 1.609613, 5.000767], [-0.838601, -0.182391, 2.654493], [0.745414, 0.363976, 2.616951], [0.045906, -0.064971, 2.128113]],
  "atomic_forces_ev_per_a": [[-0.5, -2.4, -1.7], [-3.8, -2.9, 1.4], [2.7, 1.5, 2.4], [3.1, -1.8, -0.7], [2.0, 2.4, 0.8], [-0.4, 0.8, 0.4], [0.4, 0.4, -0.4], [1.1, 0.3, 1.0], [-0.5, -0.4, -0.2], [1.9, 3.8, -1.0], [-1.4, -0.3, -3.3], [0.2, -0.4, 0.3], [-3.3, 0.5, 1.0], [0.7, -0.5, 1.6], [-0.3, 0.3, -1.8], [-1.5, 0.2, 0.5], [-0.2, -1.2, 0.0], [-0.8, -2.0, -0.2], [-0.9, -0.3, 1.2], [1.7, 2.2, -1.1], [3.1, 0.7, -0.8], [-0.1, 0.2, 0.9], [-3.2, -1.1, 0.1]]
}

{
  "formula": "C10H22N3",
  "method": "ωB97M-V/def2-TZVPD",
  "charge": 1,
  "e_homo_ev": -12.0,
  "symbols": ["C", "N", "C", "C", "C", "C", "C", "C", "C", "C", "N", "C", "N", "H", "H", "H", "H", "H", "H", "H", "H", "H", "H", "H", "H", "H", "H", "H", "H", "H", "H", "H", "H", "H", "H"],
  "coordinates": [[-0.231809, 0.338718, -2.251843], [0.057195, 0.393809, -0.876284], [0.465194, 1.741089, -0.500962], [1.760745, 1.785232, 0.394381], [2.811403, 0.864824, -0.117304], [2.393152, -0.653830, 0.058687], [1.682534, -1.007439, 1.341633], [0.233033, -0.558281, 1.468745], [-0.469656, -0.504410, 0.067977], [-0.799415, -1.811180, -0.455499], [-1.894751, 0.153615, 0.444483], [-3.074970, -0.431972, 0.520373], [-4.330852, 0.096921, 0.587794], [0.527345, 0.704685, -2.933610], [-0.431241, -0.742603, -2.595698], [-1.269778, 0.736246, -2.518854], [-0.370609, 2.344400, -0.148819], [0.566026, 2.258345, -1.437695], [1.602252, 1.583837, 1.427905], [2.069950, 2.816546, 0.420068], [3.649813, 1.140457, 0.543062], [3.087761, 0.958944, -1.254254], [1.796408, -0.868855, -0.834807], [3.351789, -1.217883, -0.115573], [1.541365, -2.115231, 1.464152], [2.121997, -0.660934, 2.318586], [-0.223059, -1.144353, 2.143809], [0.269088, 0.399561, 1.905046], [0.138346, -2.224599, -0.707216], [-1.637130, -1.890956, -1.228995], [-1.092100, -2.390876, 0.418550], [-1.717041, 1.086260, 0.227853], [-3.114184, -1.581082, 0.406285], [-5.103740, -0.575305, 0.820381], [-4.365057, 0.976301, 0.997629]],
  "atomic_forces_ev_per_a": [[-3.2, -3.1, -2.2], [0.8, 0.8, 0.9], [0.5, -0.2, 1.1], [-1.9, 1.1, -1.9], [0.7, -1.2, -0.9], [2.3, 0.7, -1.0], [-0.5, -1.7, 1.4], [1.9, 2.2, -4.0], [-1.4, 2.1, 1.2], [-1.5, -1.8, -0.1], [-2.0, -2.6, 0.2], [0.0, -1.4, -0.9], [1.2, -2.7, 0.1], [0.2, 0.4, 0.3], [0.8, 1.3, 0.6], [1.2, 0.4, 0.2], [-0.3, 0.1, 1.0], [1.0, 0.2, -0.4], [-0.4, -0.3, 0.7], [0.4, 0.5, -0.3], [0.4, -0.6, -0.7], [-0.4, 0.3, 2.2], [0.2, -0.3, 0.6], [-0.9, 0.2, 0.6], [1.0, 0.7, -0.3], [0.4, -0.3, -1.2], [-2.1, -2.3, 2.0], [-0.6, 1.3, 0.2], [0.8, -0.9, -1.1], [1.6, 0.2, 0.8], [-0.3, -0.4, -0.1], [-0.8, 2.3, 0.2], [0.5, 2.0, 0.4], [1.2, 1.2, -0.4], [-0.6, 2.0, 0.6]]
}

{
  "formula": "C8H16CoFO10P",
  "method": "ωB97M-V/def2-TZVPD",
  "charge": -2,
  "e_homo_ev": [0.5, 0.6],
  "spin_multiplicity": 4,
  "s2": 3.762,
  "symbols": ["Co", "P", "O", "O", "O", "O", "F", "C", "C", "O", "C", "O", "O", "C", "H", "H", "H", "H", "H", "H", "H", "H", "C", "C", "O", "C", "O", "O", "C", "H", "H", "H", "H", "H", "H", "H", "H"],
  "coordinates": [[14.763992, -24.111642, -20.813663], [16.543278, -24.432426, -22.153075], [15.215818, -23.858293, -22.785523], [17.485432, -24.522701, -23.347932], [15.903189, -25.639346, -21.406572], [16.578418, -23.264348, -21.104859], [13.443411, -22.505691, -20.828614], [13.765959, -28.713405, -19.544900], [13.704160, -27.362302, -18.833298], [12.393023, -26.808225, -18.885867], [12.215069, -25.788851, -19.724888], [13.003533, -25.378011, -20.516421], [10.996915, -25.289655, -19.544279], [10.601442, -24.284070, -20.455104], [13.872944, -28.536874, -20.618012], [12.898295, -29.375305, -19.504430], [14.648637, -29.249562, -19.193491], [14.449617, -26.730162, -19.322249], [13.939460, -27.429842, -17.770362], [11.384034, -23.512523, -20.478888], [9.687870, -23.769136, -20.156829], [10.436322, -24.674548, -21.461635], [7.309528, -21.173829, -24.681976], [7.462607, -22.223446, -23.597595], [8.533427, -23.125470, -23.853043], [9.762861, -22.707475, -23.474998], [10.022581, -21.671981, -22.924460], [10.610132, -23.645834, -23.866647], [12.034140, -23.382561, -23.867118], [6.513999, -20.476082, -24.440385], [7.090940, -21.748901, -25.590849], [8.274880, -20.747339, -24.956377], [6.598069, -22.887407, -23.604912], [7.522644, -21.705920, -22.638403], [12.265040, -22.320888, -23.963570], [12.574479, -23.854369, -24.681352], [12.390217, -23.673430, -22.882158]],
  "atomic_forces_ev_per_a": [[-1.5, 2.3, -0.9], [-1.7, 2.9, -4.4], [-1.9, -0.6, -1.0], [1.2, -1.0, 2.0], [1.2, -2.0, 1.4], [2.5, -0.5, 2.0], [0.0, -1.0, 0.7], [0.1, 0.1, -0.6], [0.4, -0.7, -0.2], [-0.4, 0.2, 0.1], [-0.5, 0.3, 0.1], [0.4, -0.1, -0.5], [-0.8, -0.9, 0.7], [0.6, 1.5, -0.8], [0.3, 0.1, 0.0], [-0.2, 0.2, 0.7], [0.0, -0.1, -0.1], [-0.2, 0.3, 0.0], [0.0, -0.1, 0.0], [0.1, -0.1, -0.4], [-0.1, -0.6, 0.6], [0.2, -0.2, 0.1], [0.6, -1.4, -1.1], [-0.4, 0.2, 0.2], [-0.3, 0.3, 0.3], [1.3, -0.3, -0.5], [-0.5, 0.1, 0.0], [-0.5, -0.1, -0.8], [0.7, 1.0, 1.2], [0.1, 0.2, -0.1], [-0.6, 0.3, -0.1], [-0.1, 0.6, 0.6], [-0.2, 0.2, 0.2], [0.4, -0.4, 0.2], [-0.4, 0.1, 0.2], [-0.6, -0.7, 0.1], [0.6, -0.1, -0.2]]
}

{
  "formula": "C4H7N3",
  "method": "ωB97M-V/def2-TZVPD",
  "charge": 2,
  "e_homo_ev": [-18.3, -21.7],
  "spin_multiplicity": 3,
  "s2": 2.024,
  "symbols": ["C", "C", "C", "C", "N", "N", "N", "H", "H", "H", "H", "H", "H", "H"],
  "coordinates": [[1.776347, -1.436841, 1.237771], [0.724451, -2.236994, 0.576353], [-0.691906, 2.204481, -0.804465], [-1.418397, 0.842263, -0.824230], [0.761972, 0.526192, 0.274696], [0.903073, -0.724773, 0.638909], [-0.226934, 0.993615, -0.226849], [2.733650, -1.188440, 1.674788], [0.913706, -2.971941, -0.216329], [-0.279426, -2.501114, 1.128513], [-0.229204, 2.815031, -1.492597], [-1.161873, 2.696874, 0.030556], [-2.429866, 0.887839, -0.304601], [-1.375594, 0.093808, -1.692516]],
  "atomic_forces_ev_per_a": [[-0.4, -0.5, 0.4], [-1.5, -1.9, 1.5], [-2.1, -1.4, 1.8], [-5.0, -0.8, -3.2], [3.4, -4.1, 2.9], [0.1, 2.7, -1.2], [0.2, 3.1, -0.2], [0.3, -0.5, 0.1], [0.3, 0.7, -0.4], [1.8, 0.7, -0.8], [1.3, 0.5, -2.0], [0.0, 0.9, 0.1], [1.5, -0.5, -0.2], [-0.1, 1.2, 1.0]]
}

{
  "formula": "C13H15N5O2S",
  "method": "ωB97M-V/def2-TZVPD",
  "charge": 0,
  "e_homo_ev": -8.3,
  "symbols": ["C", "O", "C", "C", "C", "C", "C", "N", "C", "O", "C", "S", "C", "N", "C", "N", "C", "C", "N", "N", "C", "H", "H", "H", "H", "H", "H", "H", "H", "H", "H", "H", "H", "H", "H", "H"],
  "coordinates": [[-3.728641, 2.205346, 1.675712], [-4.112133, 0.858264, 1.832089], [-3.522194, -0.079145, 1.045736], [-3.959140, -1.393156, 1.229409], [-3.413663, -2.409983, 0.474164], [-2.428576, -2.143893, -0.461128], [-1.986899, -0.834617, -0.646489], [-0.982212, -0.610324, -1.591772], [-0.204416, 0.505097, -1.746563], [-0.410978, 1.569979, -1.215649], [0.883580, 0.307612, -2.794857], [2.458393, 1.040849, -2.244827], [2.520221, 0.391809, -0.623721], [3.563533, 0.755780, 0.090442], [3.612071, 0.297703, 1.346896], [4.718303, 0.627838, 2.058744], [2.596831, -0.504895, 1.867182], [1.546858, -0.829876, 1.011750], [0.537183, -1.657382, 1.393432], [1.519321, -0.386191, -0.252958], [-2.539025, 0.199079, 0.104448], [-4.323453, 2.764829, 2.396022], [-2.665684, 2.348924, 1.891451], [-3.943661, 2.568180, 0.666310], [-4.725247, -1.585776, 1.962521], [-3.755493, -3.424265, 0.614415], [-2.003704, -2.945327, -1.048493], [-0.665221, -1.449026, -2.057012], [0.618258, 0.853607, -3.700629], [1.057017, -0.742102, -3.027192], [4.710319, 0.525186, 3.057648], [5.313313, 1.330771, 1.655340], [2.622224, -0.861141, 2.883868], [0.406555, -1.808569, 2.378771], [-0.294175, -1.664665, 0.824170], [-2.178127, 1.198838, -0.056977]],
  "atomic_forces_ev_per_a": [[0.1, 0.3, 0.0], [0.0, -0.4, -0.1], [0.0, -0.3, -0.1], [-0.1, 0.2, 0.1], [0.0, 0.1, 0.1], [0.2, 0.1, -0.1], [-0.2, -0.1, 0.1], [-0.4, -0.3, -0.3], [-0.2, 0.0, -0.5], [-0.1, 0.2, 0.0], [0.7, 0.2, 0.4], [-0.2, 0.1, -0.4], [-0.2, -0.3, 0.3], [0.4, 0.3, -0.1], [-0.4, -0.2, -0.2], [0.1, 0.0, 0.2], [0.0, 0.1, 0.0], [0.4, 0.1, 0.0], [0.0, 0.0, 0.1], [0.2, -0.3, 0.2], [-0.1, 0.4, 0.2], [0.1, 0.0, -0.1], [0.0, 0.0, 0.0], [0.0, 0.0, 0.0], [-0.1, 0.0, 0.1], [0.0, -0.1, 0.0], [0.1, -0.1, -0.1], [0.1, 0.2, 0.1], [0.0, 0.0, 0.0], [-0.1, 0.0, 0.0], [0.0, 0.0, -0.1], [0.0, 0.0, 0.0], [0.0, -0.1, 0.1], [0.0, 0.0, -0.1], [0.0, 0.0, 0.1], [0.0, 0.1, 0.0]]
}

Values for molecular weight, g/mol, ordered as above
157.1; 110.2; 184.3; 381.1; 97.1; 305.4
Values for energy relative to the best compared isomer or geometry (same formula, charge and spin), eV, ordered as above
0.751; 2.696; 2.816; 0.000; 6.381; 0.000